one.
Computed, not measured: a molecular structure, C3H3N3O, with ωB97M-V/def2-TZVPD.

Structure (XYZ):
```
10
C3H3N3O | the OMol25 dataset | ωB97M-V/def2-TZVPD
N -0.33612 -1.83875 -0.47071
C -0.46892 -0.61003 -0.65017
N -0.50576 0.20508 -1.86597
N 0.00772 1.19694 -1.30038
O 1.41649 -0.42621 1.64476
C 0.78722 0.55903 1.35173
C -0.17558 0.62734 0.15777
H -0.46636 -2.35942 -1.33932
H 0.80301 1.46124 1.99611
H -1.06170 1.18479 0.47617
```

Summary:
Orbital gap = 9.56 eV
M = 97.077 g/mol

two.
Computed, not measured: a single C3H3N3O molecule, with ωB97M-V/def2-TZVPD.

Structure (XYZ):
```
10
C3H3N3O | the OMol25 dataset | ωB97M-V/def2-TZVPD
O 2.70884 0.01578 0.56402
C 1.73062 -0.28144 -0.04398
N 0.38104 0.07915 0.33360
C -0.38292 1.06207 -0.21825
N -1.63389 0.68186 -0.28945
C -1.58789 -0.59118 0.20283
N -0.40031 -1.00862 0.56489
H 1.70785 -0.88485 -0.96304
H 0.01754 2.01675 -0.53760
H -2.44867 -1.24071 0.27547
```

Summary:
SMILES = O=Cn1cncn1
Orbital gap = 11.08 eV
M = 97.077 g/mol

Stability, lowest: one

one.
Computed, not measured: a molecular structure, C3H3N3O, with ωB97M-V/def2-TZVPD.

Structure (XYZ):
```
10
C3H3N3O | the OMol25 dataset | ωB97M-V/def2-TZVPD
O -1.63165 -0.52027 0.84987
C -0.49269 -0.03681 0.33730
C 0.70279 -0.51015 0.98258
N 1.80563 -0.27085 0.28745
N 1.89584 0.13034 -0.83811
C 0.04509 0.45288 -1.31218
N -0.66563 1.09025 -0.45632
H -2.36187 0.08104 0.61841
H 0.70311 -1.08945 1.89841
H -0.00063 0.67302 -2.36741
```

Summary:
Orbital gap = 8.03 eV
M = 97.077 g/mol

two.
Computed, not measured: a single C3H3N3O molecule, with ωB97M-V/def2-TZVPD.

Structure (XYZ):
```
10
C3H3N3O | the OMol25 dataset | ωB97M-V/def2-TZVPD
O -0.77081 0.02899 -1.87499
C -0.87363 0.54315 -0.63793
C -0.07554 0.09982 0.33589
C 1.04323 -0.76366 0.24786
N 1.62228 -0.73028 1.42381
N 0.88889 0.05617 2.19711
N -0.15580 0.56033 1.63531
H -1.46664 0.32447 -2.43456
H -1.62537 1.27433 -0.35499
H 1.41338 -1.39332 -0.53751
```

Summary:
SMILES = O/C=C1\C=NN=N1
Orbital gap = 8.85 eV
M = 97.077 g/mol

three.
Computed, not measured: a single C3H3N3O molecule, with ωB97M-V/def2-TZVPD.

Structure (XYZ):
```
10
C3H3N3O | the OMol25 dataset | ωB97M-V/def2-TZVPD
H 2.74027 0.45581 0.57744
N 1.98784 -0.22831 0.54552
C 0.97520 0.21834 -0.02684
N 0.63467 1.46343 -0.72188
N -0.45210 1.01158 -1.16378
C -0.36868 -0.33543 -0.49238
C -1.45152 -0.46430 0.57184
O -1.38176 0.11455 1.62942
H -0.35208 -1.15249 -1.22275
H -2.33183 -1.08319 0.30340
```

Summary:
SMILES = [H]/N=C1\N=N[C@@H]1C=O
Orbital gap = 9.61 eV
M = 97.077 g/mol

four.
Computed, not measured: a single C3H3N3O molecule, with ωB97M-V/def2-TZVPD.

Structure (XYZ):
```
10
C3H3N3O | the OMol25 dataset | ωB97M-V/def2-TZVPD
O -3.41606 1.00986 -0.16056
C -2.24943 1.03918 -0.43791
N -1.23753 0.68447 0.51396
C 2.74044 -1.21891 -0.40246
N 1.78803 -0.74566 0.15318
C 0.80504 -0.11976 0.71504
N -0.21738 0.29153 -0.11079
H -1.85122 1.33371 -1.42805
H 2.86406 -2.27353 -0.63598
H 0.77404 -0.00090 1.79356
```

Summary:
Orbital gap (spin up / spin down) = 7.80 / 7.80 eV
M = 97.077 g/mol

Stability, lowest: one

one.
Computed, not measured: a molecular structure, C14H42F2O7S7Zr, with ωB97M-V/def2-TZVPD.

Structure (XYZ):
```
73
C14H42F2O7S7Zr | the OMol25 dataset | ωB97M-V/def2-TZVPD
Zr 0.05769 -0.07456 0.66142
F -0.47936 1.69238 1.81318
F 0.85146 -1.65884 1.84771
C -3.08177 -3.40805 -0.26000
S -1.28254 -3.33516 -0.44959
O -0.89299 -1.85409 -0.26084
C -0.80311 -4.24112 1.07702
H -3.30257 -2.57530 -0.92775
H -3.43789 -3.20215 0.74940
H -3.61429 -4.17890 -0.81705
H 0.22477 -4.60341 1.09481
H -1.45029 -5.11819 1.07651
H -1.16914 -3.65129 1.91739
C 2.51613 -3.16469 -1.43830
S 3.15450 -1.62632 -0.62983
O 1.87124 -0.81585 -0.38756
C 3.91221 -0.71329 -2.08514
H 3.31080 -3.82100 -1.79303
H 1.97606 -2.80571 -2.31439
H 1.79111 -3.73627 -0.85886
H 4.44156 0.13075 -1.64300
H 3.23493 -0.24485 -2.79924
H 4.60694 -1.26902 -2.71492
C -0.92535 0.63298 -4.06269
S 0.26592 -0.41966 -3.14942
O -0.02014 -0.31513 -1.67820
C -0.46387 -2.03514 -3.79595
H -1.94048 0.32575 -3.81124
H -0.73217 0.45968 -5.12135
H -0.84763 1.70625 -3.88903
H 0.22648 -2.86296 -3.63399
H -0.77098 -1.88369 -4.83076
H -1.45702 -2.23164 -3.39204
C -3.77309 0.92358 -1.90830
S -3.07793 1.25334 -0.18934
O -1.81299 0.39088 -0.25265
C -2.70924 3.06363 -0.37951
H -3.37402 -0.04923 -2.19551
H -3.61382 1.70614 -2.65014
H -4.80577 0.59164 -2.01551
H -2.18058 3.57977 0.42188
H -3.60389 3.58854 -0.71442
H -2.08830 3.27931 -1.24900
C 3.26522 0.14308 3.60113
S 3.13137 1.26180 2.14676
O 1.88171 0.74083 1.46759
C 2.62276 2.76647 3.01375
H 3.92485 0.52099 4.38226
H 3.75520 -0.81781 3.44393
H 2.31362 -0.21146 3.99718
H 2.47498 3.63247 2.36854
H 3.41886 3.03579 3.70787
H 1.78120 2.71115 3.70427
C -3.14445 0.87480 3.37295
S -2.75287 -0.92314 2.94147
O -1.66376 -0.83696 1.89344
C -1.84691 -1.23921 4.48400
H -3.63640 1.39731 2.55254
H -2.27837 1.47145 3.65933
H -3.77638 0.88221 4.26103
H -1.59270 -2.29776 4.42954
H -2.58005 -1.24711 5.29057
H -0.98354 -0.59825 4.66250
C 2.56679 2.46346 -2.37483
S 1.11528 2.86314 -1.31159
O 0.84536 1.62774 -0.46408
C 1.83502 4.11974 -0.13777
H 3.06773 3.35640 -2.74876
H 2.34546 1.73472 -3.15460
H 3.33493 1.91387 -1.83076
H 2.82169 3.82276 0.21769
H 1.19705 4.32518 0.72181
H 1.82578 5.07725 -0.65851
```

Summary:
Net charge = +2
Orbital gap = 9.73 eV
M = 676.172 g/mol

two.
Computed, not measured: a molecular structure, C14H42F2O7S7Zr, with ωB97M-V/def2-TZVPD.

Structure (XYZ):
```
73
C14H42F2O7S7Zr | the OMol25 dataset | ωB97M-V/def2-TZVPD
Zr 0.70986 -0.40381 0.13981
F 3.68162 -1.41207 2.19869
F -2.10174 -1.68010 -2.02603
C -6.04883 -1.95618 2.52896
S -4.69957 -1.40569 3.60251
O -3.65012 -0.68624 2.77049
C -5.65091 -0.15954 4.64531
H -6.92513 -2.28831 3.08566
H -5.75438 -2.73784 1.82867
H -6.42620 -1.11904 1.94169
H -4.96672 0.29932 5.35906
H -6.52679 -0.53844 5.17198
H -5.97439 0.64475 3.98458
C -0.57811 0.97260 -7.40611
S 1.06142 1.40767 -6.61757
O 0.94602 0.73096 -5.26457
C 2.03258 0.31615 -7.77595
H -1.41052 1.40281 -6.84921
H -0.72395 -0.10575 -7.34306
H -0.51787 1.21984 -8.46599
H 1.76355 -0.73681 -7.69241
H 3.08638 0.46893 -7.54299
H 1.81195 0.69136 -8.77527
C 1.79689 -6.26463 -4.19852
S 3.26551 -5.31130 -3.55256
O 2.61869 -4.28840 -2.56623
C 4.03055 -6.66735 -2.57509
H 2.30295 -6.91428 -4.91263
H 1.12903 -5.64406 -4.79598
H 1.27555 -6.91867 -3.49958
H 4.18252 -7.51885 -3.23837
H 3.45467 -7.14987 -1.78537
H 4.91119 -6.30509 -2.04468
C 5.35427 6.18928 -0.52559
S 5.60768 4.36570 -0.72839
O 4.26908 3.52508 -0.79208
C 6.07317 4.37457 -2.49092
H 6.33489 6.65474 -0.62468
H 4.87766 6.39897 0.43199
H 4.62775 6.61042 -1.22051
H 6.27107 3.36156 -2.84127
H 7.04130 4.81759 -2.72447
H 5.37198 4.95874 -3.08689
C -3.16720 6.29974 -0.10285
S -3.20158 4.71477 -1.13028
O -2.20803 3.72237 -0.47666
C -4.92911 4.12578 -0.73786
H -2.14904 6.66434 0.03325
H -3.55213 6.07644 0.89216
H -3.76807 7.11902 -0.49759
H -5.67334 4.81557 -1.13589
H -5.10909 4.19839 0.33471
H -5.02964 3.09264 -1.07045
C 2.89740 3.85414 6.43648
S 1.43233 4.11847 5.36636
O 1.29119 2.77823 4.59956
C 0.22717 4.07467 6.80039
H 2.78735 4.33595 7.40800
H 3.81428 4.04015 5.87715
H 2.83479 2.77863 6.60221
H 0.36747 4.98750 7.37931
H 0.39098 3.17645 7.39577
H -0.78626 4.10182 6.39997
C -2.24682 -7.48364 1.49822
S -0.64817 -6.70778 1.97197
O -0.68278 -5.19448 1.83622
C -0.74015 -6.92658 3.78106
H -2.50250 -7.26802 0.46080
H -3.07582 -7.15234 2.12361
H -2.24849 -8.55502 1.69881
H -1.51150 -6.36263 4.30552
H 0.19268 -6.63983 4.26657
H -0.94047 -7.98346 3.95707
```

Summary:
Net charge = +2
Orbital gap = 1.60 eV
M = 676.172 g/mol

Stability, lowest: two

one.
Computed, not measured: a single C3H5N5 molecule, with ωB97M-V/def2-TZVPD.

Structure (XYZ):
```
13
C3H5N5 | the OMol25 dataset | ωB97M-V/def2-TZVPD
H 2.13616 1.82626 -1.02222
N 1.43609 1.44266 -1.68058
C 0.59852 0.70519 -1.12676
N -0.41366 0.18272 -1.91542
C -1.34613 -0.49764 -1.24771
N -1.28603 -0.93050 0.03956
C -0.33291 -0.39303 0.77478
N -0.28249 -0.68984 2.10150
N 0.66073 0.34313 0.23859
H -2.22972 -0.79397 -1.84994
H -0.79313 -1.53378 2.35533
H 0.66187 -0.64110 2.50525
H 1.19070 0.97990 0.82763
```

Summary:
SMILES = [H]/N=c1/ncnc(N)[nH]1
Orbital gap = 9.13 eV
M = 111.108 g/mol

two.
Computed, not measured: a single C3H5N5 molecule, with ωB97M-V/def2-TZVPD.

Structure (XYZ):
```
13
C3H5N5 | the OMol25 dataset | ωB97M-V/def2-TZVPD
H -2.09474 -0.87156 -0.17385
N -1.51317 -1.75911 -0.23434
C -0.37749 -1.05486 0.00410
N 0.71574 -1.66736 0.09155
C 1.78553 -1.05497 -0.03372
N 1.98120 0.34484 -0.28479
C 0.87239 1.12091 -0.03175
N -0.23371 0.29041 0.17751
N -1.50536 0.87089 -0.00709
H 2.76467 -1.34568 0.54971
H 0.79573 2.26668 -0.21234
H -1.57336 1.40048 0.89426
H -1.61743 1.45934 -0.73927
```

Summary:
SMILES = [H]/N=c1/ncncn1N
Orbital gap = 8.28 eV
M = 111.108 g/mol

three.
Computed, not measured: a single C3H5N5 molecule, with ωB97M-V/def2-TZVPD.

Structure (XYZ):
```
13
C3H5N5 | the OMol25 dataset | ωB97M-V/def2-TZVPD
H -3.21783 -0.71697 -0.24699
N -2.27943 -0.11948 0.02903
C -1.43848 -0.98838 -0.12045
N -0.02656 -0.46377 0.20013
N 0.99970 -1.32696 0.08532
N 1.98463 -0.62844 -0.09192
C 1.73362 0.76949 -0.02806
C 0.39861 0.75126 -0.03099
N -0.66736 1.70055 -0.06019
H -1.53794 -2.09282 -0.18502
H 2.54549 1.39169 -0.11182
H -0.36202 2.59584 0.18256
H -1.66714 1.49472 0.30174
```

Summary:
SMILES = [H]/N=C/n1nncc1N
Orbital gap = 9.32 eV
M = 111.108 g/mol

Stability, lowest: two

one.
Computed, not measured: a single C3H8S molecule, with ωB97M-V/def2-TZVPD.

Structure (XYZ):
```
12
C3H8S | the OMol25 dataset | ωB97M-V/def2-TZVPD
C 1.13438 -0.81621 -0.28689
C -0.23035 -1.00843 0.33399
S -1.53644 0.03815 -0.44664
C -0.81449 1.60045 -0.11930
H 1.58952 -1.87812 -0.41421
H 1.78462 -0.36362 0.52026
H 1.08440 -0.28435 -1.22461
H -0.16265 -0.90601 1.37006
H -0.82572 -1.92498 0.22652
H 0.26810 1.33512 -0.36104
H -1.23100 2.50751 -0.56245
H -1.06038 1.70050 0.96432
```

Summary:
SMILES = CCSC
Orbital gap = 9.42 eV
M = 76.164 g/mol

two.
Computed, not measured: 2 unconnected molecules or ions with the total composition C3H8S, with ωB97M-V/def2-TZVPD.

Structure (XYZ):
```
12
C3H8S | the OMol25 dataset | ωB97M-V/def2-TZVPD
C -0.00797 1.55280 0.62244
C -0.11354 0.02249 0.53428
C 0.45758 -0.40918 -0.73839
S 0.43335 -3.02179 -0.56585
H -0.12031 1.95068 -0.35290
H -0.92078 2.00833 1.16152
H 0.93061 1.86029 1.16213
H -1.26183 -0.17341 0.32333
H 0.17904 -0.37169 1.48177
H -0.24938 -0.43862 -1.60317
H 1.49631 -0.25012 -0.89551
H -0.82309 -2.72978 -1.12966
```

Summary:
Orbital gap = 7.97 eV
M = 76.164 g/mol

three.
Computed, not measured: a single C3H8S molecule, with ωB97M-V/def2-TZVPD.

Structure (XYZ):
```
12
C3H8S | the OMol25 dataset | ωB97M-V/def2-TZVPD
C -0.32547 -1.41847 -0.08523
C -0.28750 0.09835 0.39970
C 0.84617 0.73066 -0.35686
S 1.06619 2.74741 0.31877
H -0.19510 -1.48045 -1.22179
H 0.43499 -2.03148 0.34158
H -1.25864 -1.77516 0.32697
H 0.06507 0.08428 1.49084
H -1.36570 0.48582 0.30263
H 1.87987 0.55164 0.14125
H 0.76951 0.86697 -1.42885
H 1.99070 3.02185 -0.60512
```

Summary:
SMILES = CCCS
Orbital gap = 9.65 eV
M = 76.164 g/mol

Stability, lowest: two

one.
Computed, not measured: 2 unconnected molecules or ions with the total composition C6H11NO2, with ωB97M-V/def2-TZVPD.

Structure (XYZ):
```
20
C6H11NO2 | the OMol25 dataset | ωB97M-V/def2-TZVPD
C 2.20522 -0.30816 0.22158
C 0.70374 -0.20291 -0.02484
C 0.30982 -0.74260 -1.39145
N -0.03365 -0.74206 1.07472
C 0.36629 1.45173 -0.03441
O 0.68974 2.14006 -0.96149
O 0.17021 1.93323 1.20149
H 2.45930 0.07902 1.20661
H 2.51920 -1.35090 0.17045
H 2.74208 0.26152 -0.53184
H 0.75951 -0.12580 -2.16513
H -0.77203 -0.72249 -1.51595
H 0.64700 -1.77287 -1.50490
H -1.02627 -0.83213 0.86177
H 0.39043 -1.55288 1.50746
H -0.09245 1.17502 1.76534
C -2.65276 0.74624 -0.17935
C -3.45030 -0.05957 0.21315
H -1.81065 1.43616 -0.42957
H -4.12441 -0.81059 0.51635
```

Summary:
SMILES = CC(C)(N)C(=O)O.C#C
Orbital gap = 10.23 eV
M = 129.159 g/mol

two.
Computed, not measured: a single C6H11NO2 molecule, with ωB97M-V/def2-TZVPD.

Structure (XYZ):
```
20
C6H11NO2 | the OMol25 dataset | ωB97M-V/def2-TZVPD
C -2.18654 1.59493 0.24250
O -1.43597 0.71412 -0.56532
N -0.72280 -0.22025 0.22773
C -0.85915 -1.62308 -0.18171
C 0.65529 -1.79472 -0.02131
C 0.73065 -0.26659 0.03631
C 1.42261 0.53826 -1.06871
O 2.26549 1.18331 -0.11190
C 1.64107 0.51637 0.98575
H -2.71451 2.24314 -0.45399
H -1.53675 2.19348 0.88651
H -2.90407 1.04785 0.85996
H -1.20185 -1.73146 -1.21302
H -1.50584 -2.19060 0.48861
H 0.94410 -2.26789 0.91372
H 1.17686 -2.26016 -0.85324
H 1.99396 -0.04756 -1.79364
H 0.76900 1.24475 -1.58686
H 1.11775 1.21068 1.64823
H 2.35067 -0.08460 1.56037
```

Summary:
SMILES = CON1CCC12COC2
Orbital gap = 10.04 eV
M = 129.159 g/mol

Stability, lowest: two